141
Properties=species:S:1:pos:R:3:forces:R:3 method="wB97M-V/def2-TZVPD" e_lumo_ev=0.18 total_energy_ev=-64405.2795 homo_energy_ev=-9.21 de_lowest_kj_mol=441.1
O -3.47372 -2.37002 3.09056 -0.940 0.117 0.668
O -0.26163 -0.51042 0.03334 0.615 -0.861 1.225
O 1.04912 0.98911 -2.28111 1.251 -1.823 0.037
O 3.89840 0.67710 -3.08645 -1.111 1.838 -0.674
O 1.31778 -4.53947 1.53366 0.823 1.309 -1.178
O -1.59496 2.74914 3.16191 -0.297 -0.218 0.552
O -4.71563 2.35493 4.68946 0.891 -1.497 -0.436
O 2.14127 -2.43911 -0.07299 -0.190 -0.454 -1.206
O 0.02916 -1.18359 -6.58595 1.455 -0.242 0.118
O -0.25684 2.88757 5.72501 -0.734 -0.665 0.661
O -5.43799 -1.93868 0.79260 0.008 0.785 1.740
O -0.88319 1.01572 -7.99402 0.268 0.155 1.066
O 2.88445 -0.42723 4.37863 0.864 -0.005 -0.171
O 3.17307 3.60290 -3.36274 1.266 1.107 -0.313
C 1.15658 -2.13696 -6.54647 -0.388 0.986 -2.153
C 5.74015 0.57664 -1.47215 0.144 -1.341 0.676
C -3.42437 -2.59522 -0.40661 1.735 -1.272 -1.579
C 4.04199 -1.31557 4.54619 -0.547 0.941 -1.076
C 5.15334 0.15851 -2.77499 -0.453 -1.168 0.046
C 0.95979 -3.09255 -5.40565 -0.285 -0.767 -2.105
C 0.54289 1.55831 -3.48255 0.500 2.229 2.597
C -4.85333 -2.24168 -0.43429 -1.712 -0.365 -0.873
C -5.42675 3.51574 4.55983 -1.136 1.907 -0.695
C -6.90985 3.43696 4.90905 1.136 -1.961 0.286
C 2.48417 -1.33897 -6.42144 1.271 -0.648 0.484
C -1.85220 3.92241 1.08697 -1.336 0.661 0.519
C 3.58773 -2.32307 5.57939 -0.573 2.367 0.779
C 1.79153 2.95437 4.33465 -0.842 0.662 0.433
C -1.40306 4.01069 2.54026 1.393 -0.357 -0.955
C -1.91122 5.14734 3.38821 -0.974 -0.121 0.038
C -0.72387 2.29699 -3.07212 1.217 -0.223 -0.632
C -0.43102 0.31444 1.21058 -2.335 -1.097 -0.202
C -3.32542 0.93888 -7.90962 0.983 -0.345 1.578
C 4.43547 4.35747 -3.39283 -0.241 -1.640 -1.089
C 3.03913 -3.43975 -2.03165 -2.515 -2.860 0.489
C 4.44396 -1.94369 3.18590 1.250 -1.382 0.584
C 0.00542 -4.92835 1.25767 -0.705 -1.278 -0.005
C -0.01879 -6.15528 0.24112 -0.059 0.653 1.871
C -4.19940 -1.33243 3.81233 -0.584 -1.883 0.675
C -2.05121 0.42032 -8.49284 0.433 -1.280 0.528
C -3.60573 -0.98297 5.18785 0.712 1.183 -0.259
C -0.61871 -5.31494 2.62057 0.674 -0.036 -0.562
C 5.21873 4.66010 -2.13499 -2.712 0.092 1.843
C -5.11866 -1.07212 -1.35602 0.441 2.165 0.383
C -0.38292 -0.54329 2.49389 1.448 2.196 -0.840
C 2.05153 -2.46998 -1.54232 2.443 1.762 2.743
C 1.14960 2.75586 5.71990 1.437 -0.324 0.158
H -4.41316 -0.22193 -1.14439 -0.222 -0.832 0.074
H -0.80573 -1.47329 2.24647 -0.768 -1.238 0.028
H 6.15636 4.97891 -2.44983 1.869 0.419 -0.452
H -3.04334 -2.78384 -1.46506 -0.583 0.192 1.173
H -1.96414 -0.67677 -8.45278 -0.132 0.083 0.338
H 5.11657 3.69195 -3.90269 0.248 -0.211 -0.775
H 0.03619 0.05381 -0.66632 0.355 0.628 -1.035
H 3.95003 1.53921 -3.55772 -0.099 -0.610 0.561
H -4.16218 0.31270 -8.13550 -0.624 -0.209 -0.164
H 4.90078 -0.88590 -2.74947 0.557 -0.880 0.187
H 2.86825 2.92644 4.55949 -0.243 0.029 -0.568
H -0.63590 -1.59359 -6.05325 -0.821 -0.209 0.428
H 1.07150 -2.50030 -1.89251 -1.761 -0.590 -0.492
H 1.86444 0.47777 -2.53804 -0.851 0.769 0.602
H -0.31679 4.11861 2.39133 0.129 0.374 0.584
H -0.79117 -4.39409 3.18409 0.125 -0.235 0.169
H 1.49022 3.95382 3.96395 0.426 -0.431 -0.047
H 3.07983 3.34420 -2.46726 -0.593 -0.623 1.465
H -1.15147 2.77051 4.03880 -0.244 -0.006 -0.441
H -6.07813 -0.56527 -1.23367 -0.272 -0.611 0.307
H -2.06054 0.63144 -9.50967 0.063 0.442 -2.104
H -1.67928 6.08263 2.90869 -0.129 0.512 -0.341
H 3.45518 -1.86694 6.59609 0.160 -0.049 -0.931
H 2.70792 -4.47335 -1.69448 0.445 0.868 -0.757
H -1.07177 -6.44331 0.01103 0.866 0.129 -0.011
H 5.04492 0.32197 -0.66176 0.373 -0.335 -0.013
H -1.49838 0.55463 1.16965 0.143 0.996 -0.071
H -1.80557 4.88482 0.56784 0.335 0.017 0.240
H 5.29362 -2.70209 3.46043 -1.277 1.396 -0.829
H -1.32777 5.15441 4.30112 -0.211 -0.090 0.483
H -3.02256 5.10042 3.60904 1.276 -0.050 -0.245
H 6.74058 0.08304 -1.36285 -0.899 0.466 0.222
H 4.33032 -3.04595 5.69463 0.747 -1.751 -0.011
H -2.49116 -0.99281 5.21465 -0.691 0.135 -0.304
H 5.84142 0.28812 -3.57196 0.749 0.303 -0.927
H 3.97443 -3.29405 -1.57469 1.374 0.535 0.009
H -2.73379 -1.88244 -0.00628 0.113 1.010 0.324
H -0.50111 2.89112 -2.15903 -0.363 -0.001 -0.886
H -3.95204 0.01089 5.58656 0.211 -0.903 -0.608
H 0.59209 -5.96731 -0.65435 -0.350 -0.036 0.272
H -2.74805 -1.99309 2.62151 0.889 0.593 -0.394
H 2.38636 -0.77488 -5.47196 0.301 -0.113 -0.451
H -3.83105 2.50354 4.31043 -0.273 -0.237 0.088
H 5.82932 1.61863 -1.40548 0.534 1.640 -0.094
H 4.81670 -1.21050 2.43289 -0.079 -0.345 0.755
H -1.56882 -5.74597 2.38217 -0.799 -0.405 0.231
H -0.07372 -3.41206 -5.29902 -0.099 -0.089 -0.060
H -0.63787 0.54848 -7.16536 -0.001 0.310 -0.888
H 2.59885 -2.60648 5.26007 -0.153 -0.927 -0.082
H -3.91985 -1.73858 5.88211 -0.111 -0.381 0.426
H 1.07402 -2.67945 -7.51982 0.374 0.331 0.616
H -3.43506 1.93343 -8.22442 -0.620 1.383 -0.703
H 0.46518 -6.91506 0.88973 -0.258 -0.139 -0.904
H 1.58021 -3.95571 -5.59156 0.175 -0.396 0.231
H -5.12108 -1.88824 4.04297 -0.011 0.412 -0.100
H -7.00450 3.03359 5.93885 -0.266 0.244 -0.605
H -0.94071 2.84334 -4.00324 -0.739 0.369 0.799
H 5.32268 3.80012 -1.40738 -0.154 0.778 -1.037
H -5.39282 3.99871 3.55502 0.310 -0.617 0.148
H 1.56276 3.52432 6.43366 -0.101 -0.818 -0.623
H -7.21224 4.44703 4.86116 -0.902 1.043 0.063
H -0.59057 2.48214 6.56128 0.276 0.529 -1.089
H 4.90716 -0.69959 4.86102 -0.348 -0.306 0.205
H -5.45018 -3.12511 -0.73341 0.500 0.151 -0.739
H -2.91221 3.67710 1.07706 -0.173 -0.414 -0.229
H -3.18352 1.03993 -6.82886 -0.318 -0.375 0.122
H 0.63724 -0.68673 2.74926 1.091 -0.608 0.422
H -0.80748 -0.01085 3.34574 -0.462 -0.183 -0.237
H -1.45319 1.52952 -2.84183 -0.503 0.173 0.011
H -7.45429 2.80687 4.18361 0.104 0.308 0.440
H -0.65465 -4.13670 0.86621 0.494 0.253 -0.116
H 3.66409 -2.53362 2.67162 0.038 0.286 0.558
H 2.91771 -3.31606 -3.08841 0.966 -0.536 -0.876
H 4.77635 5.50979 -1.58219 0.133 -0.410 -0.010
H 0.18505 1.19880 1.11114 0.210 0.137 0.537
H -1.27652 3.20294 0.52800 0.080 -0.359 -0.057
H 2.49982 -1.54427 -1.86686 -0.323 1.000 -0.191
H -4.89365 -2.23282 1.53906 0.103 -0.112 -0.220
H 3.38610 -2.04612 -6.30943 -1.467 0.690 0.079
H -0.01257 -6.04833 3.21393 -0.363 0.717 -0.650
H 1.48384 1.73127 6.00362 -0.450 0.602 0.346
H 0.32383 0.85875 -4.20910 -0.279 -1.691 -1.656
H 1.32968 2.24818 -3.78202 -0.286 0.176 -0.740
H 4.22436 5.17516 -4.07602 0.284 0.458 0.406
H 1.52972 -1.76294 0.22210 -0.566 0.417 0.203
H 1.48754 2.19533 3.58059 0.229 0.342 0.645
H 3.13712 0.23509 3.71832 -0.150 -0.180 0.184
H -5.00097 4.24740 5.21815 0.314 0.784 0.589
H -4.51773 -0.55595 3.14217 0.422 0.822 -0.135
H 1.64199 -3.88137 0.84231 -0.451 -0.899 0.976
H 1.27459 -2.58904 -4.57533 0.698 1.005 2.683
H -5.01883 -1.22846 -2.40687 0.199 -0.715 -0.770
H -3.22132 -3.50798 0.13638 -0.162 -0.446 0.225
H 2.86768 -0.63788 -7.21357 -1.275 -0.664 0.433